Molecular formula: C62H103F24N10O16
Method: DFT, ωB97M-V with the def2-TZVPD basis set

Molecular weight   1700.51 g/mol
Electronic energy   -178837.3226 eV
Frontier orbital gap   5.69 eV
Relative energy (zero: lowest compared OMol25 entry of this formula, charge and spin)   63.3 kcal per mole
Total charge   -3
Lowest unoccupied orbital energy   4.15 eV

Each line ends with the Löwdin charge.
Atoms and positions in Å:
C1 22.20907 16.14576 13.99678  -0.053
C2 21.60350 16.46317 12.60355  -0.157
N1 22.20674 15.58953 11.56752  0.010
C3 23.42839 15.81818 10.81181  0.039
C4 23.55505 14.76867 9.98836  -0.029
N2 22.52295 13.84754 10.25427  -0.059
C5 21.72316 14.40908 11.18620  -0.009
C6 22.26307 12.53380 9.54646  0.017
H1 21.75666 15.25120 14.43935  0.061
H2 21.93255 16.89099 14.75240  0.055
H3 23.31776 15.99895 13.98940  0.089
H4 21.94183 17.44691 12.31742  0.068
H5 20.49720 16.33700 12.58007  0.100
H6 23.97658 16.74727 10.75432  0.097
H7 24.33618 14.52991 9.32246  0.109
H8 20.85138 13.84302 11.47337  0.099
H9 21.25018 12.12646 9.83800  0.091
H10 22.90808 11.76544 10.03565  0.102
H11 22.22761 12.64479 8.49304  0.071
C7 14.52567 24.83106 12.96755  -0.063
C8 15.07465 23.67526 13.80153  -0.151
N3 16.43147 23.97812 14.32004  -0.021
C9 17.27225 24.99844 14.03765  -0.035
C10 18.36512 24.86296 14.81035  -0.011
N4 18.19893 23.70161 15.54243  -0.049
C11 17.02575 23.19704 15.23106  -0.022
C12 19.24567 23.18606 16.40200  -0.012
H12 13.52482 24.54395 12.64221  0.080
H13 15.23295 24.92416 12.12845  0.088
H14 14.37294 25.66822 13.63138  0.074
H15 15.19709 22.80682 13.16372  0.085
H16 14.47186 23.41233 14.64952  0.124
H17 17.14992 25.68993 13.25214  0.110
H18 19.29454 25.38794 14.86155  0.109
H19 16.60980 22.26853 15.60247  0.142
H20 20.07012 22.95942 15.70447  0.072
H21 18.91515 22.37560 17.05055  0.083
H22 19.66409 23.97538 17.03642  0.095
C13 15.25119 14.38844 11.51419  -0.066
C14 15.83642 15.50382 10.71662  -0.191
N5 15.05524 16.01367 9.58993  -0.019
C15 14.73231 15.31426 8.41170  -0.037
C16 14.13444 16.15491 7.57500  -0.008
N6 14.08274 17.41572 8.28300  -0.070
C17 14.67866 17.31409 9.44054  0.015
C18 13.86888 18.73683 7.66482  0.019
H23 15.97425 13.85759 12.09211  0.044
H24 14.71688 13.66935 10.82044  0.091
H25 14.50232 14.82572 12.20355  0.092
H26 16.79649 15.30090 10.24358  0.129
H27 15.97830 16.26184 11.47221  0.121
H28 15.07316 14.28034 8.21261  0.143
H29 14.04339 16.04124 6.49710  0.128
H30 14.78050 18.08236 10.20703  0.123
H31 13.01400 18.73605 6.97061  0.091
H32 14.74575 18.97988 7.03012  0.087
H33 13.78315 19.41898 8.53048  0.088
C19 19.59715 18.64799 12.04163  -0.068
C20 18.82914 19.90380 11.66437  -0.120
N7 19.58030 21.15415 11.96504  -0.027
C21 19.61141 21.81412 13.18120  -0.033
C22 20.44781 22.88817 13.04878  0.009
N8 21.01125 22.76402 11.76895  -0.036
C23 20.46942 21.73419 11.15927  -0.040
C24 21.97166 23.63249 11.01800  0.033
H34 19.04867 17.72223 11.85677  0.074
H35 19.76878 18.63478 13.14898  0.087
H36 20.55023 18.63924 11.51820  0.047
H37 17.85385 20.05334 12.21953  0.138
H38 18.67334 19.95477 10.60566  0.101
H39 19.04763 21.46529 14.05060  0.107
H40 20.75332 23.77371 13.67876  0.113
H41 20.60938 21.56276 10.10392  0.166
H42 21.86060 24.66302 11.29137  0.050
H43 21.83264 23.58285 9.93333  0.108
H44 22.99964 23.30931 11.27972  0.097
C25 25.82852 19.79402 13.19173  -0.048
C26 24.61409 20.75360 13.02723  -0.102
N9 23.54530 20.50361 14.10100  -0.005
C27 22.32941 19.97477 13.86326  -0.027
C28 21.71038 19.79084 15.07980  -0.009
N10 22.59634 20.20725 16.05802  -0.094
C29 23.67247 20.70362 15.41782  -0.027
C30 22.35776 20.13949 17.47389  -0.002
H45 26.53758 19.93795 12.35025  0.090
H46 25.49671 18.74946 13.21909  0.071
H47 26.34490 19.89700 14.15077  0.061
H48 24.10463 20.51472 12.07888  0.083
H49 24.79333 21.85523 13.03105  0.132
H50 21.91939 19.80022 12.87554  0.096
H51 20.74393 19.48201 15.44237  0.121
H52 24.57656 21.21236 15.76664  0.167
H53 21.47917 19.40689 17.61932  0.131
H54 22.23262 21.11726 17.98500  0.105
H55 23.30917 19.81482 17.88590  0.086
C31 17.08066 19.59354 16.24906  -0.550
O1 15.80491 20.14675 16.07020  -0.085
O2 18.00571 20.47578 15.95564  -0.194
C32 17.24401 19.09036 17.70667  -0.605
F1 16.38991 18.12546 18.18910  0.082
F2 18.44258 18.53699 17.96920  0.108
F3 17.06313 20.09143 18.47243  0.192
C33 14.89271 19.16593 15.64489  -0.274
C34 13.47622 19.63374 15.79187  -0.072
H56 12.79983 18.94642 15.29461  0.074
H57 13.11608 19.67812 16.81092  0.069
H58 13.36421 20.63295 15.41088  0.051
H59 15.07464 18.22706 16.14832  0.107
H60 15.02222 18.93881 14.56325  0.113
H61 17.22685 18.72202 15.48542  0.163
C35 18.02653 19.85339 7.39056  -0.436
O3 18.94477 21.07245 6.93596  -0.163
O4 16.99446 19.75332 6.61473  -0.183
C36 18.94974 18.53928 7.17968  -0.528
F4 19.11770 18.15601 5.90896  0.143
F5 20.14764 18.73129 7.75199  0.100
F6 18.44517 17.56781 8.01694  0.060
C37 17.98357 22.14980 6.67912  -0.303
C38 18.82025 23.39140 6.62089  -0.107
H62 18.13421 24.16651 6.31193  0.054
H63 19.23372 23.67694 7.58882  0.065
H64 19.61477 23.43747 5.85817  0.079
H65 17.30786 22.20639 7.57936  0.116
H66 17.35072 22.00919 5.80654  0.098
H67 17.84512 20.17947 8.34868  0.078
C39 22.63300 25.26156 15.64142  -0.505
O5 22.71376 26.70330 15.58518  -0.132
O6 21.41645 24.88746 15.29410  -0.190
C40 23.82302 24.82513 14.73976  -0.565
F7 23.55393 24.64454 13.44399  0.146
F8 24.87356 25.58761 14.74810  0.185
F9 24.13862 23.59149 15.27560  0.056
C41 23.31108 27.30570 16.77840  -0.255
C42 23.33730 28.78633 16.46679  -0.083
H68 22.83828 29.28266 17.30994  0.059
H69 24.29732 29.18759 16.18565  0.059
H70 22.65318 29.00983 15.57057  0.106
H71 24.34964 26.88480 16.79767  0.116
H72 22.78726 26.97170 17.62775  0.087
H73 22.91574 24.93182 16.68620  0.141
C43 14.69549 20.27029 12.16083  -0.432
O7 13.47683 20.77052 12.84309  -0.145
O8 14.70850 18.92680 11.95467  -0.206
C44 14.94055 21.16847 10.91595  -0.597
F10 15.96606 20.77823 10.23370  0.197
F11 13.80085 21.13864 10.13863  0.091
F12 15.05295 22.43366 11.28550  0.130
C45 12.27601 20.04965 12.70479  -0.299
C46 11.19765 20.96671 13.38573  -0.078
H74 11.56705 21.10446 14.42254  0.047
H75 11.27386 21.98213 12.88319  0.081
H76 10.14520 20.56556 13.31108  0.074
H77 12.35494 19.07548 13.11291  0.076
H78 11.94133 19.89117 11.63263  0.119
H79 15.45258 20.62858 12.84254  0.118
C47 23.45951 18.94912 9.72724  -0.420
O9 24.79601 18.40693 10.07355  -0.149
O10 22.72975 19.07143 10.84246  -0.191
C48 23.78492 20.37743 9.04916  -0.589
F13 24.60207 20.34287 8.03722  0.175
F14 22.62262 20.92349 8.68742  0.140
F15 24.37852 21.17020 9.96394  0.117
C49 25.59181 17.88963 9.02200  -0.287
C50 26.99823 18.37788 9.12565  -0.059
H80 27.61603 17.94349 9.89043  0.069
H81 27.53311 18.22152 8.24278  0.056
H82 26.95592 19.43455 9.39402  0.089
H83 25.27899 18.19896 8.06076  0.100
H84 25.53106 16.81784 9.09348  0.093
H85 22.99380 18.39060 8.95607  0.129
C51 30.80856 21.92740 11.22924  -0.541
O11 30.03564 23.26257 11.24148  -0.167
O12 31.57301 21.77053 10.27201  -0.106
C52 31.43665 22.01111 12.75597  -0.600
F16 30.50187 22.18054 13.65668  0.126
F17 32.13684 20.89715 13.07094  0.087
F18 32.26396 23.04229 12.94221  0.110
C53 29.14303 23.53276 10.22543  -0.384
C54 28.04785 24.39285 10.68788  -0.085
H86 28.68803 25.24270 11.06517  0.091
H87 27.26839 24.76456 10.02460  0.068
H88 27.54607 24.03656 11.60116  0.070
H89 28.91294 22.56069 9.80787  0.098
H90 29.74353 23.96049 9.39323  0.116
H91 29.95699 21.20915 11.42954  0.124
C55 18.47800 12.28468 11.81676  -0.496
O13 17.93842 13.13172 12.82695  -0.126
O14 19.74692 12.43914 11.65237  -0.185
C56 18.24129 10.79771 12.36145  -0.534
F19 17.26103 10.51405 13.17236  0.152
F20 17.91803 9.98873 11.23736  0.024
F21 19.34905 10.35747 12.93843  0.140
C57 18.73929 14.20025 13.23589  -0.317
C58 18.20676 14.84413 14.47636  -0.063
H92 18.86992 15.65533 14.78809  0.062
H93 17.17994 15.28365 14.34417  0.089
H94 18.19198 14.16292 15.34682  0.083
H95 18.75460 14.90997 12.41054  0.101
H96 19.78225 13.91382 13.32880  0.098
H97 17.81246 12.51562 10.87458  0.160
C59 22.34693 27.35090 8.63890  -0.470
O15 21.69018 26.74287 9.90009  -0.168
O16 22.26508 28.65947 8.65298  -0.183
C60 23.77174 26.81114 8.84371  -0.584
F22 24.37108 27.42425 9.85343  0.143
F23 23.94255 25.45608 8.97488  0.085
F24 24.55933 27.07133 7.78462  0.099
C61 20.44916 27.26038 10.22932  -0.327
C62 20.16787 26.75852 11.62986  -0.082
H98 19.16345 26.84036 12.01379  0.046
H99 20.44756 25.69973 11.66094  0.040
H100 20.80926 27.26513 12.34811  0.082
H101 19.61035 26.85491 9.59352  0.116
H102 20.51756 28.37154 10.16053  0.114
H103 21.86160 26.81451 7.71492  0.153